Record 1
{"formula": "C33H30ClN5O3", "method": "ωB97M-V with the def2-TZVPD basis set", "smiles": "Cc1cc(-c2cc(OC(=O)c3ccccc3)ccc2Cl)cc2nnc(Nc3ccc(OCCN4CCCC4)cc3)nc12", "e_above_lowest_kj_mol": 3.9, "max_force_ev_per_a": 1.14, "homo_energy_ev": -7.50, "symbols": ["C", "C", "C", "C", "C", "C", "C", "O", "C", "O", "C", "C", "C", "C", "C", "C", "C", "C", "C", "Cl", "C", "C", "N", "N", "C", "N", "C", "C", "C", "C", "O", "C", "C", "N", "C", "C", "C", "C", "C", "C", "N", "C", "H", "H", "H", "H", "H", "H", "H", "H", "H", "H", "H", "H", "H", "H", "H", "H", "H", "H", "H", "H", "H", "H", "H", "H", "H", "H", "H", "H", "H", "H"], "xyz": [[-0.46986, 1.62773, -0.04148], [0.71990, 0.90418, -0.58231], [1.97264, 1.45286, -0.60607], [3.09765, 0.75847, -1.11087], [4.42184, 1.40454, -1.09789], [5.49304, 0.74389, -0.50330], [6.74967, 1.32612, -0.47200], [7.83617, 0.73872, 0.14973], [8.05896, -0.59208, 0.06165], [7.38170, -1.34897, -0.58540], [9.25133, -0.99550, 0.84180], [9.96959, -0.09236, 1.62186], [11.07226, -0.52618, 2.33366], [11.46409, -1.85450, 2.27283], [10.75127, -2.75633, 1.49810], [9.64781, -2.33047, 0.78466], [6.95467, 2.58417, -1.02828], [5.90188, 3.24448, -1.62901], [4.64682, 2.65716, -1.66676], [3.37061, 3.48973, -2.48722], [2.95810, -0.51906, -1.59105], [1.68425, -1.11528, -1.59742], [1.52189, -2.36062, -2.09642], [0.37184, -2.89936, -2.09759], [-0.69819, -2.22257, -1.58645], [-1.84332, -2.93618, -1.64222], [-3.12526, -2.62636, -1.19964], [-4.13365, -3.57204, -1.39597], [-5.41848, -3.32391, -0.97157], [-5.74162, -2.12326, -0.33435], [-7.03979, -2.00615, 0.06460], [-7.48339, -0.81362, 0.67325], [-7.72378, 0.31025, -0.36323], [-8.19039, 1.56923, 0.15744], [-7.23004, 2.31919, 0.96565], [-8.02946, 2.93017, 2.11954], [-9.17027, 1.93380, 2.30467], [-9.47324, 1.55459, 0.85521], [-4.73738, -1.18115, -0.14183], [-3.44513, -1.42967, -0.56997], [-0.65108, -0.99757, -1.08921], [0.55623, -0.41097, -1.09033], [-0.20303, 2.63216, 0.27594], [-1.24517, 1.68449, -0.80373], [-0.88286, 1.08117, 0.80527], [2.12055, 2.44677, -0.20860], [5.32821, -0.22612, -0.06256], [9.65943, 0.93987, 1.66724], [11.62953, 0.17291, 2.93947], [12.32669, -2.18710, 2.83123], [11.05758, -3.79061, 1.45231], [9.07601, -3.01329, 0.17470], [7.93687, 3.02723, -0.98885], [6.05113, 4.21374, -2.07773], [3.79464, -1.07568, -1.98284], [-1.72235, -3.84815, -2.06400], [-3.90214, -4.50774, -1.88450], [-6.20057, -4.05166, -1.11796], [-8.42813, -1.08604, 1.15198], [-6.78371, -0.49190, 1.45387], [-6.79478, 0.49892, -0.90831], [-8.46088, -0.05152, -1.08601], [-6.43725, 1.67165, 1.35915], [-6.75688, 3.08659, 0.34473], [-8.43185, 3.89947, 1.82496], [-7.42393, 3.06019, 3.01459], [-8.82569, 1.06113, 2.86255], [-10.02979, 2.36112, 2.81683], [-9.97319, 0.59095, 0.75825], [-10.11555, 2.31934, 0.40079], [-4.93861, -0.23884, 0.34247], [-2.67419, -0.69421, -0.41801]], "atomic_forces_ev_per_a": [[0.020, -0.056, -0.015], [0.163, 0.106, 0.024], [-0.292, -0.223, 0.056], [-0.021, -0.447, -0.174], [0.215, 0.189, 0.005], [0.153, 0.031, 0.091], [-0.337, 0.199, -0.355], [0.034, 0.301, 0.160], [-0.200, -0.471, -0.354], [0.165, 0.225, 0.155], [0.247, -0.084, 0.187], [-0.132, -0.036, -0.113], [0.086, 0.006, 0.069], [0.007, 0.022, 0.013], [0.034, -0.034, 0.012], [-0.157, 0.156, -0.071], [0.086, -0.367, 0.182], [-0.121, -0.036, 0.024], [0.195, -0.114, 0.102], [-0.074, 0.198, -0.176], [-0.005, 0.303, 0.079], [-0.740, 0.716, 0.462], [0.478, -0.146, -0.148], [-0.119, -0.684, -0.254], [0.165, 1.062, 0.387], [0.240, -0.595, -0.325], [-0.385, 0.331, 0.238], [0.068, 0.137, 0.039], [-0.091, 0.188, 0.102], [0.228, -0.082, -0.062], [0.016, -0.219, -0.181], [-0.140, 0.514, 0.012], [0.094, -0.313, -0.048], [0.001, -0.074, 0.270], [0.239, 0.228, -0.145], [0.034, -0.106, -0.040], [-0.036, 0.027, -0.182], [-0.234, 0.184, 0.014], [-0.489, -0.100, 0.096], [0.185, -0.076, -0.077], [-0.311, -0.455, -0.134], [0.778, -0.423, -0.320], [-0.002, 0.058, 0.024], [-0.118, 0.050, 0.008], [-0.110, 0.021, 0.067], [-0.027, 0.079, 0.023], [-0.009, -0.021, 0.025], [-0.007, 0.060, 0.007], [0.035, 0.053, 0.042], [0.067, -0.025, 0.043], [0.015, -0.078, -0.011], [-0.038, -0.054, -0.039], [0.114, 0.046, 0.002], [0.000, 0.076, -0.046], [0.130, -0.070, -0.068], [0.056, 0.174, 0.072], [0.014, -0.115, -0.056], [-0.084, -0.098, -0.024], [0.123, 0.086, 0.017], [-0.063, -0.047, -0.016], [-0.064, -0.100, -0.060], [0.139, -0.079, -0.031], [0.024, -0.014, -0.015], [0.115, -0.021, 0.147], [0.001, 0.065, 0.025], [0.015, 0.080, 0.006], [0.000, -0.049, 0.039], [-0.045, -0.028, 0.070], [-0.029, -0.022, -0.048], [-0.148, -0.123, 0.118], [-0.071, 0.090, 0.051], [-0.081, 0.026, 0.027]]}

***

Record 2
{"formula": "C17H23N2O2S5Tl", "method": "ωB97M-V with the def2-TZVPD basis set", "e_above_lowest_kj_mol": 41.0, "max_force_ev_per_a": 0.49, "homo_energy_ev": -7.21, "symbols": ["Tl", "S", "C", "S", "C", "C", "S", "S", "S", "C", "C", "O", "C", "C", "C", "C", "C", "C", "O", "H", "H", "H", "H", "H", "H", "H", "C", "N", "C", "C", "C", "N", "C", "C", "H", "H", "H", "H", "H", "H", "H", "H", "H", "H", "H", "H", "H", "H", "H", "H"], "xyz": [[1.46316, 1.50705, 0.79088], [-4.71895, 5.50301, -2.43081], [-3.28773, 4.87355, -1.95071], [-2.32799, 3.81147, -2.89881], [-0.97903, 3.62838, -1.76459], [-1.10582, 4.26224, -0.52096], [-0.09654, 4.19957, 0.81264], [-2.58123, 5.20005, -0.39287], [0.29295, 2.65162, -2.21186], [-3.27236, 0.08367, 1.34452], [-1.96809, 0.18342, 0.58752], [-0.98672, 0.60946, 1.17439], [-1.96267, -0.23597, -0.84468], [-2.91799, -1.15138, -1.30390], [-3.01561, -1.48582, -2.63846], [-2.17468, -0.86287, -3.55718], [-1.21892, 0.03915, -3.13607], [-1.07487, 0.32803, -1.77858], [-0.09563, 1.14353, -1.33311], [-3.20104, 0.68655, 2.24534], [-3.45450, -0.95526, 1.63536], [-4.11221, 0.41703, 0.73579], [-3.59164, -1.61090, -0.59035], [-3.75115, -2.20851, -2.96875], [-2.27129, -1.08296, -4.61446], [-0.56519, 0.53473, -3.84285], [3.81344, -0.61857, -0.66231], [2.48529, -1.09636, -0.29948], [1.76896, -1.56090, -1.48821], [2.54816, -2.14287, 0.71912], [2.74777, -1.62475, 2.13863], [1.64170, -0.79554, 2.61518], [2.02146, -0.06008, 3.81742], [0.45084, -1.60191, 2.88277], [4.42803, -1.41812, -1.10246], [4.33370, -0.22966, 0.21583], [3.72781, 0.19204, -1.38797], [2.25404, -2.43621, -1.94845], [1.72837, -0.75925, -2.23071], [0.74295, -1.82683, -1.22528], [3.35981, -2.85319, 0.50032], [1.61625, -2.70617, 0.67126], [3.66275, -1.03154, 2.19872], [2.88667, -2.49978, 2.79194], [2.26043, -0.73005, 4.65776], [1.20002, 0.59185, 4.12102], [2.89507, 0.56313, 3.61340], [0.65988, -2.39399, 3.61889], [0.08385, -2.06771, 1.96727], [-0.34151, -0.96237, 3.26790]], "atomic_forces_ev_per_a": [[0.043, 0.068, 0.011], [-0.067, 0.040, 0.007], [0.056, -0.081, -0.024], [0.052, 0.038, 0.113], [-0.278, 0.388, 0.098], [-0.187, -0.185, -0.383], [0.090, 0.057, 0.103], [0.006, 0.041, 0.093], [0.131, -0.445, 0.145], [-0.033, -0.054, -0.085], [0.019, 0.008, 0.061], [-0.032, -0.137, -0.119], [0.054, 0.132, 0.055], [-0.006, 0.010, 0.089], [-0.002, -0.027, -0.028], [-0.052, -0.027, -0.045], [0.114, -0.004, 0.049], [-0.272, -0.057, -0.018], [0.356, 0.168, -0.167], [0.045, 0.008, 0.003], [-0.002, 0.032, -0.033], [-0.003, -0.025, 0.017], [0.000, 0.046, -0.047], [0.028, 0.053, 0.017], [0.026, 0.002, 0.065], [-0.027, -0.045, 0.012], [-0.089, -0.028, 0.085], [-0.070, -0.046, -0.126], [0.104, 0.094, 0.094], [-0.044, 0.140, -0.027], [-0.147, 0.123, -0.118], [-0.100, -0.155, 0.125], [-0.029, -0.079, -0.056], [0.120, 0.110, -0.082], [0.025, 0.003, -0.013], [-0.027, -0.016, -0.047], [0.005, -0.011, 0.018], [-0.004, 0.017, 0.004], [0.011, -0.078, 0.098], [0.059, 0.008, 0.001], [0.004, -0.064, -0.036], [0.000, -0.040, 0.006], [0.012, -0.001, -0.031], [0.072, -0.004, 0.086], [0.012, 0.023, -0.008], [0.028, -0.033, -0.002], [-0.022, -0.030, 0.004], [-0.008, 0.005, 0.009], [0.024, 0.044, 0.039], [0.010, 0.013, -0.015]]}

***

Record 3
{"formula": "C5H4HgO7", "method": "ωB97M-V with the def2-TZVPD basis set", "s2": 0.7539, "total_charge": -1, "spin_multiplicity": 2, "e_above_lowest_kj_mol": 235.0, "max_force_ev_per_a": 6.95, "homo_energy_ev": [-3.79, -3.79], "symbols": ["O", "C", "O", "O", "C", "C", "O", "C", "H", "H", "H", "H", "Hg", "O", "O", "O", "C"], "xyz": [[-2.30522, -2.56275, 2.15651], [-3.09982, -1.73755, 1.87157], [-4.07996, -1.12035, 1.92686], [1.86004, 0.47063, -0.02185], [2.01206, 0.79193, -1.38503], [0.59620, 1.15557, -1.81800], [0.05695, 1.70312, -0.64224], [0.54818, 0.93604, 0.47615], [2.69477, 1.65086, -1.50319], [2.42255, -0.06432, -1.93929], [0.03223, 0.25905, -2.13402], [0.55747, 1.90187, -2.62100], [-0.23475, -3.02491, 1.74676], [0.22394, -1.31529, 1.26960], [0.60329, 1.60445, 1.57296], [-1.55068, -0.30684, 0.37900], [-0.33724, -0.34152, 0.66522]], "atomic_forces_ev_per_a": [[-2.847, 1.080, -0.251], [-0.778, -0.357, 1.612], [0.756, 0.228, -0.985], [0.512, -0.349, -0.454], [-0.001, -0.038, 0.241], [-0.140, 0.036, 0.151], [-0.269, 0.025, -0.588], [0.404, 1.135, 1.396], [-0.103, -0.116, -0.003], [-0.025, 0.092, 0.044], [0.081, 0.093, 0.009], [-0.013, -0.112, 0.125], [1.224, -6.765, 1.055], [2.940, 5.122, -1.173], [-0.249, -0.931, -0.873], [0.527, -0.692, 0.347], [-2.018, 1.550, -0.653]]}